Record 1
56
Properties=species:S:1:pos:R:3:lowdin_spin:R:1 method="wB97M-V/def2-TZVPD" spin_multiplicity=3 fmax_ev_per_a=3.65 orbital_gap_ha="0.154 / 0.167" e_homo_ev="-4.4 / -4.8" e_above_lowest_kcal_mol=0.00 total_energy_ev=-72065.21534 lumo_ha="-0.009 / -0.009" s_squared=2.01
P 1.1348 0.5733 -5.3240 0.002
P 4.5893 -0.5719 -3.4535 0.001
C 2.9786 0.5070 -5.7378 0.000
C 3.8937 -0.6181 -5.1606 0.001
H 3.4208 1.5029 -5.5714 0.000
H 3.0010 0.3450 -6.8275 0.000
H 3.4413 -1.6106 -5.2988 0.000
H 4.8201 -0.6274 -5.7529 0.000
C 5.7678 0.8020 -3.4775 0.000
H 6.0101 1.0142 -2.4238 0.000
H 5.3627 1.7183 -3.9511 0.000
H 6.6596 0.4307 -4.0015 0.000
C 5.5771 -2.0589 -3.2598 0.000
H 6.5367 -1.8847 -3.7716 0.000
H 5.0301 -2.9183 -3.6792 0.000
H 5.7355 -2.1888 -2.1755 0.000
C 0.5382 1.9071 -6.3919 0.001
H -0.5194 2.0905 -6.1638 0.000
H 0.6505 1.5980 -7.4449 0.000
H 1.1366 2.8076 -6.2062 0.000
C 0.4919 -0.9537 -6.0684 0.000
H 1.1061 -1.8296 -5.8261 0.000
H 0.5071 -0.8385 -7.1657 0.000
H -0.5447 -1.1536 -5.7596 0.000
Ti -0.2789 -0.8553 -0.5855 1.727
C 3.7779 -0.3421 -1.8468 0.003
C 3.4424 1.0822 -1.7035 0.001
C 2.6794 1.7373 -2.7485 0.000
C 1.1347 1.9723 -2.7558 0.004
C 0.4354 0.9481 -3.6671 0.007
C 0.2970 -0.4073 -2.9207 0.021
C 1.5805 -1.1930 -2.9377 0.019
C 2.4777 -1.2204 -1.7090 0.021
C -2.1827 -1.2675 -0.1833 0.011
H 4.4689 -0.6864 -1.0498 0.000
H 3.5116 1.4492 -0.6890 0.000
H 2.8247 1.1441 -3.6746 0.000
H 3.1134 2.7340 -2.9830 0.000
H 0.6621 1.9968 -1.7752 0.003
H 0.9636 2.9911 -3.1672 0.000
H -0.5779 1.3340 -3.8933 0.001
H -0.5042 -0.9811 -3.4065 0.002
H 2.2033 -0.8526 -3.7874 0.001
H 1.3718 -2.2467 -3.2195 0.004
H 1.9533 -0.9446 -0.7580 0.012
H 2.8038 -2.2694 -1.5959 0.004
H -2.0740 -2.2250 0.3597 0.006
H -2.6447 -1.4745 -1.1612 0.001
H -2.7500 -0.5448 0.3803 0.007
F -0.0746 1.4997 3.3951 0.004
C 0.9832 1.0803 2.6798 0.007
F 1.7829 2.1479 2.4592 0.003
F 1.6733 0.1925 3.4146 0.001
C 0.4719 0.4083 1.3541 0.072
O -0.1417 0.9879 0.4070 0.016
O 0.6297 -0.8517 1.2375 0.037

Record 2
45
Properties=species:S:1:pos:R:3:lowdin_charge:R:1 method="wB97M-V/def2-TZVPD" fmax_ev_per_a=0.87 orbital_gap_ha=0.316 e_homo_ev=-8.4 e_above_lowest_kcal_mol=8.90 total_energy_ev=-36386.86143 lumo_ha=0.005 smiles="Cc1ccc(C[C@]2(C(=O)[O-])[NH2+][C@@H](CN)CO[C@H]2P(C)O)cc1"
C 4.0188 -2.4185 2.2954 -0.050
C 3.1641 -1.2803 1.7980 -0.279
C 2.0323 -0.8915 2.5020 -0.049
C 1.2246 0.1310 2.0527 -0.050
C 1.5132 0.8148 0.8731 -0.226
C 0.6378 1.9113 0.3084 -0.072
C -0.7019 1.4461 -0.2925 -0.265
C -1.4785 2.6996 -0.8981 -0.701
O -2.6667 2.3991 -1.1530 -0.029
O -0.8749 3.7722 -0.9518 0.020
N -1.6749 1.0377 0.8146 0.166
C -2.2998 -0.3349 0.8190 -0.220
C -3.7890 -0.1598 0.4509 -0.228
N -4.5513 -1.3962 0.3678 0.018
C -1.5561 -1.2701 -0.1008 -0.153
O -1.4692 -0.6701 -1.3723 -0.128
C -0.4676 0.3359 -1.3324 -0.395
P -0.3557 0.9494 -3.0937 0.953
C 0.5418 -0.5211 -3.7159 -0.263
O 0.9050 1.9983 -2.9111 -0.302
C 2.6547 0.4359 0.1866 -0.037
C 3.4683 -0.5905 0.6340 -0.031
H 4.8462 -2.6167 1.6155 0.074
H 4.4059 -2.2237 3.2959 0.081
H 3.4188 -3.3318 2.3405 0.082
H 1.7899 -1.4192 3.4189 0.116
H 0.3539 0.3946 2.6473 0.103
H 0.4269 2.6788 1.0567 0.137
H 1.1559 2.3924 -0.5199 0.114
H -2.4545 1.7050 0.7137 0.152
H -1.2368 1.2237 1.7132 0.151
H -2.2555 -0.7225 1.8432 0.154
H -4.2274 0.4753 1.2295 0.122
H -3.8223 0.3805 -0.4964 0.118
H -4.4475 -1.7886 -0.5609 0.075
H -4.1826 -2.0944 1.0058 0.069
H -2.0990 -2.2119 -0.1942 0.130
H -0.5563 -1.4974 0.2918 0.133
H 0.4849 -0.1644 -1.1128 0.112
H 0.4235 -0.6109 -4.7938 0.029
H 1.5998 -0.4566 -3.4473 0.042
H 0.1292 -1.4141 -3.2411 0.037
H 0.7208 2.8079 -3.3975 0.057
H 2.9065 0.9452 -0.7379 0.120
H 4.3444 -0.8494 0.0490 0.114

Record 3
10
Properties=species:S:1:pos:R:3:lowdin_charge:R:1 method="wB97M-V/def2-TZVPD" fmax_ev_per_a=0.57 orbital_gap_ha=0.338 e_homo_ev=-9.2 e_above_lowest_kcal_mol=99.56 total_energy_ev=-8199.56790 lumo_ha=0.001 smiles="[H]/N=N/C=C=CO"
H 0.6741 1.1180 -2.1784 0.068
N 0.4575 0.6057 -1.3175 0.054
N -0.0080 -0.4956 -1.6409 -0.048
C -0.4550 -1.2929 -0.5097 -0.169
C -0.5291 -0.7317 0.6823 -0.033
C -0.3394 0.5201 1.1071 -0.236
O 0.6926 0.9964 1.8141 0.038
H -0.7494 -2.2993 -0.7879 0.077
H -1.1252 1.2619 0.9854 0.130
H 1.3818 0.3174 1.8454 0.119

Record 4
26
Properties=species:S:1:pos:R:3:lowdin_charge:R:1 method="wB97M-V/def2-TZVPD" fmax_ev_per_a=3.76 orbital_gap_ha=0.405 e_homo_ev=-18.7 e_above_lowest_kcal_mol=12.83 charge=+2 total_energy_ev=-10949.53110 lumo_ha=-0.282
C 0.9084 -0.6513 -0.3162 -0.365
C 0.4422 -1.7907 0.5513 0.009
C 2.1616 1.8309 1.1289 0.008
C -4.3863 0.0383 -0.4382 -0.007
C 0.9778 1.6722 0.2646 -0.076
C -3.1833 0.7968 -0.3013 -0.061
N 1.8140 -0.9316 -1.2476 0.263
N 0.4776 0.5862 -0.1718 0.082
N -2.1155 0.5061 -1.0048 0.191
H -0.0349 -2.5314 -0.1010 0.092
H 1.4044 -2.3195 1.0900 0.170
H -0.2986 -1.6532 1.4222 0.123
H 2.8787 2.4815 0.6812 0.101
H 1.7395 2.3004 2.0170 0.117
H 2.7342 0.9261 1.3229 0.097
H -4.6720 -0.5263 0.5459 0.173
H -5.2435 0.7093 -0.5588 0.128
H -4.2799 -0.6236 -1.2350 0.077
H 0.2816 2.4820 0.1448 0.135
H 4.9291 -2.0275 1.1893 0.004
H -2.9747 1.7182 0.2816 0.171
H 5.2905 -1.5389 0.6541 0.006
H 2.1747 -1.8824 -1.3493 0.163
H 2.2001 -0.1766 -1.7587 0.137
H -2.0555 -0.2732 -1.6787 0.160
H -1.1702 0.8782 -1.1327 0.101

Record 5
43
Properties=species:S:1:pos:R:3:lowdin_charge:R:1 method="wB97M-V/def2-TZVPD" fmax_ev_per_a=0.53 orbital_gap_ha="0.192 / 0.193" e_homo_ev="-10.4 / -10.4" charge=+1 total_energy_ev=-71806.59771 lumo_ha="-0.191 / -0.190"
Ru -0.1657 0.1523 -0.0205 0.749
O -3.7577 5.8815 0.3022 0.016
C -3.1342 4.8761 0.2386 -0.957
S -3.3424 3.6773 -1.0815 1.018
C -2.1597 2.5521 -0.4973 -1.111
C -1.4653 2.9039 0.6799 -1.091
S -0.2738 1.9134 1.2925 0.803
S -1.8941 4.4065 1.4425 1.020
S -1.8391 1.1097 -1.2726 0.720
O 1.6001 -0.2943 0.9532 -0.284
C 1.8310 -0.8845 2.1052 -0.346
C 3.1673 -0.9273 2.5547 -0.011
C 3.5069 -1.5053 3.7511 -0.065
C 2.5265 -2.0773 4.5693 -0.083
C 1.2219 -2.0542 4.1488 -0.041
C 0.8434 -1.4714 2.9250 -0.093
C -0.5503 -1.5163 2.5162 -0.243
N -1.1080 -0.9849 1.4312 -0.083
C -2.4552 -1.3070 1.4424 -0.125
C -2.7180 -2.0458 2.5430 -0.054
N -1.5175 -2.1711 3.2002 0.126
H 3.9181 -0.4759 1.9193 0.117
H 4.5428 -1.5134 4.0645 0.112
H 2.7891 -2.5285 5.5151 0.107
H 0.4752 -2.4977 4.7965 0.104
H -3.1311 -0.9490 0.6859 0.098
H -3.6291 -2.4784 2.9143 0.124
H -1.3740 -2.6724 4.0586 0.153
N 1.3298 0.8185 -1.3792 -0.090
C 1.4004 0.3817 -2.7888 -0.219
C 1.3329 -1.1317 -2.9044 -0.178
C -0.0427 -1.7235 -2.6587 -0.228
N -0.4118 -1.7068 -1.2236 -0.066
H 1.3619 1.8325 -1.3315 0.100
H 2.1522 0.4922 -0.8659 0.093
H 2.3401 0.7287 -3.2223 0.125
H 0.5857 0.8581 -3.3357 0.113
H 2.0551 -1.5776 -2.2109 0.125
H 1.6608 -1.4181 -3.9043 0.124
H -0.0790 -2.7453 -3.0398 0.123
H -0.8008 -1.1518 -3.1976 0.111
H 0.0627 -2.4648 -0.7388 0.110
H -1.4028 -1.9132 -1.1404 0.080

Record 6
18
Properties=species:S:1:pos:R:3:lowdin_charge:R:1 method="wB97M-V/def2-TZVPD" fmax_ev_per_a=4.31 orbital_gap_ha="0.258 / 0.257" e_homo_ev="-13.0 / -13.0" e_above_lowest_kcal_mol=12.05 charge=+1 total_energy_ev=-22881.75440 lumo_ha="-0.219 / -0.219"
C 1.5083 0.4755 -1.8320 -0.094
N 0.5903 1.0382 -0.9350 0.077
C -0.0581 0.4511 -0.0257 -0.252
C -0.2821 -0.9481 0.0549 0.003
C -0.7504 -1.5909 1.1129 -0.023
C -1.1344 -0.7967 2.2300 -0.019
C -1.1904 0.5425 2.1467 -0.080
N -0.8209 1.2230 0.9849 -0.028
C -1.3002 2.4462 0.6156 -0.419
Cl -2.0751 3.2909 1.7938 0.891
H 2.5471 0.6425 -1.2710 0.163
H 1.5982 0.8378 -2.7983 0.064
H 1.5225 -0.5749 -2.0142 0.065
H 0.0658 -1.4036 -0.8047 0.098
H -0.8491 -2.6866 1.1446 0.141
H -1.3234 -1.2776 3.1992 0.139
H -1.6412 1.1572 2.9731 0.115
H -1.0905 2.9411 -0.4046 0.157